one.
ORCA calculation (ωB97M-V/def2-TZVPD) on a cluster of 2 separate species, C2H7N3OS in total.

Geometry (Å):
C1 1.067 1.678 1.454
C2 -0.124 -1.096 -0.393
H1 1.132 0.823 2.661
H2 0.495 2.751 1.292
H3 2.257 2.224 1.340
H4 1.878 -0.283 -0.422
H5 -0.805 -2.501 -1.610
H6 -1.085 0.526 0.144
H7 -2.556 -0.958 -2.236
N1 1.015 -0.400 0.000
N2 0.130 -2.147 -1.150
N3 -1.312 -0.497 -0.281
O1 0.550 1.046 0.212
S1 -2.643 -1.167 -1.011

## Properties
E_LUMO (eV): 0.5

***

two.
ORCA calculation (ωB97M-V/def2-TZVPD) on the molecule C2H7N3OS.

Geometry (Å):
C1 2.171 0.025 -0.198
C2 -1.264 -0.598 0.059
H1 1.964 0.782 -1.027
H2 2.454 -1.001 -0.511
H3 2.848 0.413 0.544
H4 0.231 -1.879 0.046
H5 -3.024 -1.273 -0.505
H6 -2.582 1.026 0.618
H7 0.456 2.363 0.554
N1 0.053 -0.813 -0.241
N2 -1.998 -1.624 -0.166
N3 -1.520 0.724 0.461
O1 0.986 -0.197 0.572
S1 -0.775 2.052 -0.205

## Properties
E_LUMO (eV): 0.6
SMILES: [H]/N=C(\NS)NOC

***

three.
ORCA calculation (ωB97M-V/def2-TZVPD) on the molecule C2H7N3OS.

Geometry (Å):
C1 -1.200 0.861 -0.411
C2 0.808 -0.592 -0.125
H1 -1.879 0.834 0.477
H2 -1.175 1.834 -0.856
H3 -1.523 0.109 -1.151
H4 1.341 1.599 1.224
H5 1.729 1.801 -0.347
H6 0.499 -2.589 -0.386
H7 -0.956 -1.887 1.319
N1 0.180 0.582 0.010
N2 0.925 1.748 0.302
N3 -0.012 -1.694 -0.360
O1 -1.191 -1.785 0.379
S1 2.454 -0.819 -0.075

## Properties
E_LUMO (eV): 0.5
SMILES: CN(N)C(=S)NO

***

Name the least stable of them. one.

***

one.
ORCA calculation (ωB97M-V/def2-TZVPD) on a cluster of 3 separate species, C2H9NO3 in total.

Geometry (Å):
C1 -2.269 -0.657 -0.308
N1 -1.377 -1.305 0.469
C2 -0.178 -0.510 0.562
O1 -2.375 0.919 0.156
H1 -3.272 -1.060 -0.253
H2 -2.030 -0.342 -1.363
H3 0.691 -1.036 0.965
H4 0.159 -0.222 -0.507
H5 -0.285 0.414 1.148
H6 -3.266 1.192 -0.106
H7 3.370 -0.568 1.306
O2 3.293 -0.532 0.354
H8 2.326 2.175 -1.325
H9 2.860 0.267 -0.086
O3 2.351 1.265 -1.011

## Properties
E_LUMO (eV): -5.0

***

two.
ORCA calculation (ωB97M-V/def2-TZVPD) on a cluster of 3 separate species, C2H9NO3 in total.

Geometry (Å):
C1 -1.511 -1.898 0.749
N1 -0.887 -1.730 1.948
C2 -0.038 -0.531 2.125
O1 -1.689 -0.986 -0.020
H1 -1.744 -2.962 0.475
H2 -0.888 -2.349 2.737
H3 0.857 -0.780 2.685
H4 -0.534 0.257 2.720
H5 0.291 0.015 1.256
H6 -3.738 2.012 -1.627
H7 -3.147 2.389 -0.325
O2 -3.424 2.790 -1.151
H8 5.462 1.332 -3.104
H9 5.409 0.796 -4.456
O3 5.579 1.643 -4.012

## Properties
E_LUMO (eV): 0.7
SMILES: CNC=O.O.O

***

Name the least stable of them. one.

***

one.
ORCA calculation (ωB97M-V/def2-TZVPD) on a cluster of 2 separate species, C4H12S in total.

Geometry (Å):
C1 -1.196 1.485 -0.307
C2 1.013 1.635 1.622
S1 -0.814 1.756 1.445
H1 -1.909 2.278 -0.492
H2 -0.441 1.637 -1.108
H3 -1.511 0.434 -0.509
H4 1.602 0.712 1.550
H5 1.171 1.987 2.647
H6 1.428 2.397 0.978
C3 0.196 -1.721 -1.437
C4 -0.106 -1.793 0.066
H7 1.059 -2.401 -1.797
H8 -0.501 -2.156 -2.129
H9 0.371 -0.718 -1.810
H10 -1.172 -1.846 0.316
H11 0.375 -0.945 0.547
H12 0.435 -2.742 0.419

## Properties
E_LUMO (eV): 1.0
SMILES: CSC.CC

***

two.
ORCA calculation (ωB97M-V/def2-TZVPD) on a cluster of 2 separate species, C4H12S in total.

Geometry (Å):
C1 -3.843 0.129 -1.758
C2 -2.726 -0.183 -0.687
H1 -4.161 -0.840 -2.132
H2 -4.624 0.441 -1.043
H3 -3.568 0.797 -2.562
H4 -3.133 -1.122 -0.328
H5 -2.611 0.809 -0.240
H6 -1.773 -0.461 -1.075
C3 3.499 0.762 2.354
S1 2.007 0.635 1.164
C4 2.415 -0.672 -0.056
H7 4.282 1.115 1.663
H8 3.072 1.547 2.955
H9 3.780 -0.306 2.736
H10 2.940 -1.522 0.289
H11 3.020 -0.191 -0.820
H12 1.425 -0.939 -0.461

## Properties
E_LUMO (eV): 1.0
SMILES: CSC.CC

***

Name the least stable of them. two.

***

one.
ORCA calculation (ωB97M-V/def2-TZVPD) on a cluster of 2 separate species, C4H12S in total.

Geometry (Å):
C1 2.016 1.234 -0.626
C2 3.070 1.615 0.431
H1 2.491 0.447 -1.211
H2 1.103 0.828 -0.195
H3 1.816 2.039 -1.337
H4 4.057 1.217 0.166
H5 3.178 2.674 0.652
H6 2.829 1.122 1.383
C3 -2.130 -2.215 1.120
C4 -2.449 -0.356 -0.930
S1 -2.575 -2.122 -0.634
H7 -2.822 -1.624 1.712
H8 -2.158 -3.259 1.402
H9 -1.164 -1.720 1.249
H10 -2.165 0.272 -0.088
H11 -3.377 0.010 -1.375
H12 -1.720 -0.161 -1.719

## Properties
E_LUMO (eV): 0.9
SMILES: CSC.CC

***

two.
ORCA calculation (ωB97M-V/def2-TZVPD) on a cluster of 2 separate species, C4H12S in total.

Geometry (Å):
C1 0.642 -1.321 -2.845
C2 -1.792 -1.220 -1.472
S1 -0.179 -1.935 -1.355
H1 1.429 -2.037 -3.106
H2 0.942 -0.300 -2.706
H3 0.043 -1.446 -3.758
H4 -2.608 -1.841 -1.111
H5 -2.104 -0.978 -2.488
H6 -1.875 -0.331 -0.831
C3 1.286 1.910 2.166
C4 0.180 0.988 2.712
H7 2.132 1.277 1.909
H8 1.380 2.659 2.955
H9 0.976 2.504 1.309
H10 0.549 -0.034 2.775
H11 -0.261 1.081 3.720
H12 -0.740 1.024 2.124

## Properties
E_LUMO (eV): 1.0
SMILES: CSC.CC

***

Name the least stable of them. two.

***

one.
ORCA calculation (ωB97M-V/def2-TZVPD) on the molecule C3H3ClO.

Geometry (Å):
C1 -0.589 -0.585 0.924
C2 0.124 -0.421 -0.260
C3 0.635 0.793 -0.806
H1 -0.702 -1.597 1.228
H2 0.228 -1.398 -0.736
H3 1.200 0.562 -1.736
O1 0.294 1.969 -0.629
Cl1 -1.191 0.677 2.014

## Properties
E_LUMO (eV): -0.6
SMILES: O=C/C=C\Cl

***

two.
ORCA calculation (ωB97M-V/def2-TZVPD) on the molecule C3H3ClO.

Geometry (Å):
C1 0.583 0.008 -0.598
C2 1.852 0.039 0.155
C3 -0.609 -0.363 0.341
O1 1.291 1.179 0.138
Cl1 -2.182 0.484 0.011
H1 0.451 0.101 -1.722
H2 -0.436 -0.061 1.361
H3 -0.950 -1.387 0.313

## Properties
E_LUMO (eV): 0.2

***

three.
ORCA calculation (ωB97M-V/def2-TZVPD) on a cluster of 2 separate species, C3H3ClO in total.

Geometry (Å):
C1 -1.066 -1.150 -0.048
C2 -0.529 -1.809 0.798
C3 0.449 1.246 -0.506
O1 -0.602 0.495 -1.131
Cl1 -0.431 -3.062 1.833
H1 0.360 1.395 0.655
H2 0.397 2.088 -1.100
H3 1.421 0.796 -0.501

## Properties
E_LUMO (alpha / beta) (eV): -2.0 / -2.0

***

Name the least stable of them. three.

***

one.
ORCA calculation (ωB97M-V/def2-TZVPD) on the molecule C3H5FN2S.

Geometry (Å):
C1 -0.031 -0.150 -0.108
C2 -1.084 0.138 0.856
C3 -1.532 1.342 0.993
H1 1.673 1.287 -1.620
H2 1.708 -0.168 -2.257
H3 -1.202 0.800 -1.567
H4 -1.371 2.020 0.118
H5 -2.057 1.486 1.861
N1 0.964 0.780 -2.194
N2 -0.080 0.618 -1.220
F1 -1.173 -0.775 1.862
S1 1.344 -1.014 0.010

## Properties
E_LUMO (eV): -0.2
SMILES: C=C(F)C(=S)NN

***

two.
ORCA calculation (ωB97M-V/def2-TZVPD) on the molecule C3H5FN2S.

Geometry (Å):
C1 0.281 1.202 0.386
C2 1.085 -0.067 -0.197
C3 -1.575 -0.465 -0.265
H1 1.150 1.927 0.750
H2 -0.252 1.018 1.373
H3 1.284 -2.139 -0.100
H4 -1.255 0.331 -1.079
H5 -2.634 -0.590 -0.012
N1 0.603 -1.270 -0.269
N2 -0.820 -1.563 0.120
F1 -0.635 1.639 -0.498
S1 2.769 -0.024 -0.210

## Properties
E_LUMO (eV): -0.2
SMILES: C=NNC(=S)CF

***

Name the least stable of them. two.

***

one.
ORCA calculation (ωB97M-V/def2-TZVPD) on a cluster of 2 separate species, H3N2O2P in total.

Geometry (Å):
N1 -0.517 -2.508 -1.494
N2 0.082 2.141 0.810
O1 0.507 -0.204 0.071
O2 -0.236 -3.580 -1.013
P1 0.322 0.568 1.299
H1 -0.094 -1.698 -0.958
H2 0.070 2.399 -0.167
H3 -0.133 2.883 1.453

## Properties
E_LUMO (eV): -0.1
SMILES: NP=O.N=O

***

two.
ORCA calculation (ωB97M-V/def2-TZVPD) on the molecule H3N2O2P.

Geometry (Å):
N1 1.379 0.137 0.216
N2 -1.264 0.163 -0.183
O1 -1.157 1.298 0.241
O2 -2.281 -0.477 -0.270
P1 0.269 -0.594 -0.787
H1 1.024 0.658 1.009
H2 2.085 0.679 -0.262
H3 -0.055 -1.863 0.036

## Properties
E_LUMO (eV): 0.1
SMILES: NP[N+](=O)[O-]

***

Name the least stable of them. two.

***

one.
ORCA calculation (ωB97M-V/def2-TZVPD) on a cluster of 2 separate species, H3N2O2P in total.

Geometry (Å):
N1 3.342 -0.057 -0.064
N2 -1.164 0.410 0.738
O1 0.559 1.412 -1.052
O2 2.419 -0.554 0.521
P1 0.204 1.314 0.377
H1 3.223 1.019 -0.149
H2 -1.961 -0.043 0.196
H3 -1.217 0.386 1.750

## Properties
E_LUMO (eV): -0.3
SMILES: NP=O.N=O

***

two.
ORCA calculation (ωB97M-V/def2-TZVPD) on a cluster of 2 separate species, H3N2O2P in total.

Geometry (Å):
N1 1.608 -0.311 -0.333
N2 -1.208 -0.074 0.222
O1 -1.419 -0.894 1.116
O2 -1.596 -0.084 -0.894
P1 -0.041 1.253 0.774
H1 0.923 -0.664 -0.997
H2 1.914 -0.894 0.581
H3 -0.181 1.667 -0.470

## Properties
E_LUMO (alpha / beta) (eV): -1.9 / -1.8

***

Name the least stable of them. two.